60
Properties=species:S:1:pos:R:3 method="wB97M-V/def2-TZVPD" multiplicity=2 orbital_gap_ev="6.949 / 7.494" energy_ev=-99237.565 total_charge=+1 largest_force_ev_per_a=0.66
Cr -0.457 -0.498 0.311
O -1.797 3.277 0.095
C -1.266 2.212 -0.054
N -1.231 1.149 0.859
C -1.784 1.247 2.134
O -2.403 2.165 2.599
C -1.519 -0.008 2.933
C -1.825 -0.085 4.276
C -1.561 -1.273 4.941
C -1.018 -2.335 4.234
C -0.746 -2.179 2.885
N -0.992 -1.032 2.248
C -0.528 1.853 -1.319
C -0.347 2.769 -2.335
C 0.364 2.370 -3.457
C 0.861 1.078 -3.517
C 0.632 0.218 -2.456
N -0.050 0.604 -1.380
H -2.253 0.780 4.762
H -1.776 -1.370 5.996
H -0.797 -3.277 4.715
H -0.325 -2.982 2.295
H -0.760 3.760 -2.221
H 0.531 3.059 -4.272
H 1.423 0.730 -4.372
H 0.998 -0.801 -2.456
S 1.840 -0.051 0.985
C 1.862 -1.683 0.510
N 0.716 -2.176 0.077
C 0.790 -3.539 -0.186
C -0.254 -4.368 -0.577
C 0.014 -5.707 -0.794
C 1.301 -6.223 -0.623
C 2.342 -5.408 -0.218
C 2.073 -4.064 0.008
S 3.165 -2.820 0.560
H -1.240 -3.950 -0.705
H -0.784 -6.371 -1.101
H 1.486 -7.273 -0.800
H 3.336 -5.809 -0.076
C -4.053 -4.847 -0.971
N -3.507 -3.612 -1.526
C -2.895 -3.781 -2.840
C -3.453 -2.466 -0.824
S -2.236 -1.277 -1.181
N -4.418 -2.228 0.067
C -4.301 -1.151 1.042
C -5.784 -2.724 -0.103
H -3.301 -5.628 -1.096
H -4.962 -5.159 -1.487
H -4.258 -4.733 0.088
H -3.658 -4.133 -3.536
H -2.097 -4.523 -2.796
H -2.489 -2.841 -3.194
H -3.274 -1.078 1.377
H -4.938 -1.392 1.892
H -4.614 -0.196 0.614
H -5.911 -3.156 -1.090
H -6.455 -1.869 -0.010
H -6.051 -3.458 0.657